Density functional theory data (the ωB97M-V functional and the def2-TZVPD basis) for a single C2H4N4OS molecule in a non-equilibrium geometry.

Relative energy (zero: lowest compared OMol25 entry of this formula, charge and spin), kJ/mol: 131.3
Kohn-Sham gap, eV: 9.6817
Structure (SMILES): Nn1nnc(O)c1S
E_LUMO, eV: 0.4
Strongest force on any atom, eV/Å: 3.12

Structure (ORCA input):
```
! wB97M-V def2-TZVPD RIJCOSX def2/J DEFGRID3
* xyz 0 1
C -1.35100 0.34352 -0.03175
C 0.00485 0.50988 0.13468
H 2.25597 -0.98773 -0.89830
H 2.22271 -1.23871 0.79108
H -3.10902 0.82214 -0.39302
H 1.28749 2.17544 1.08753
N 1.71884 -1.36211 -0.15107
N 0.45168 -0.80314 -0.08208
N -0.55255 -1.67287 -0.06518
N -1.66160 -0.95041 -0.10761
O -2.30447 1.28486 -0.09365
S 1.03711 1.87914 -0.19064
*
```


Density functional theory data (the ωB97M-V functional and the def2-TZVPD basis) for a single C5H7NO molecule in a non-equilibrium geometry.

Relative energy (zero: lowest compared OMol25 entry of this formula, charge and spin), kJ/mol: 442.2
Kohn-Sham gap, eV: 9.3314
Structure (SMILES): COn1cccc1
E_LUMO, eV: 0.9
Strongest force on any atom, eV/Å: 10.08

Structure (ORCA input):
```
! wB97M-V def2-TZVPD RIJCOSX def2/J DEFGRID3
* xyz 0 1
C 2.09536 0.02204 0.31105
C -0.51823 -1.11810 -0.26434
C -1.81454 -0.78598 -0.12532
C -1.90577 0.64789 -0.10788
C -0.65730 1.05178 -0.39799
H 3.18157 0.02621 0.24943
H 1.77593 -0.67408 1.13478
H 1.76970 1.18561 0.60383
H -0.04590 -2.02793 -0.31343
H -2.60597 -1.48804 0.40642
H -2.69503 1.34253 0.20426
H -0.11084 2.01516 -0.23074
N 0.18243 -0.04287 -0.57771
O 1.34859 -0.15421 -0.89237
*
```